{
  "formula": "C51H42F5N2OP2SiSnTe",
  "method": "the ωB97M-V functional and the def2-TZVPD basis",
  "elements": ["Sn", "C", "Si", "C", "C", "N", "C", "C", "C", "C", "C", "C", "O", "C", "C", "C", "C", "C", "C", "H", "H", "H", "H", "H", "H", "H", "H", "H", "H", "H", "H", "H", "H", "H", "H", "H", "H", "Te", "C", "C", "C", "N", "C", "C", "C", "P", "C", "C", "C", "C", "C", "C", "C", "C", "C", "C", "C", "C", "P", "C", "C", "C", "C", "C", "C", "C", "C", "C", "C", "C", "C", "H", "H", "H", "H", "H", "H", "H", "H", "H", "H", "H", "H", "H", "H", "H", "H", "H", "H", "H", "H", "H", "H", "H", "H", "F", "C", "C", "C", "F", "C", "F", "C", "F", "C", "F"],
  "xyz": [[-1.932, -0.280, -0.657], [-6.019, -0.053, 1.469], [-4.226, 0.277, 1.941], [-3.981, 2.079, 1.500], [-4.001, 0.177, 3.822], [-3.123, -0.826, 1.145], [-3.219, -2.173, 1.495], [-4.158, -2.667, 2.422], [-4.269, -4.006, 2.763], [-3.424, -4.948, 2.210], [-2.440, -4.508, 1.336], [-2.341, -3.172, 1.003], [-1.275, -2.718, 0.246], [-0.549, -3.622, -0.504], [0.723, -3.954, -0.075], [1.499, -4.797, -0.858], [0.993, -5.306, -2.045], [-0.288, -4.963, -2.459], [-1.070, -4.114, -1.690], [-6.675, 0.632, 2.012], [-6.356, -1.070, 1.661], [-6.146, 0.144, 0.402], [-4.492, 2.652, 2.280], [-4.443, 2.335, 0.549], [-2.950, 2.415, 1.467], [-3.740, 1.159, 4.221], [-3.200, -0.513, 4.093], [-4.909, -0.152, 4.332], [-4.837, -1.982, 2.900], [-5.030, -4.302, 3.474], [-3.503, -5.996, 2.462], [-1.725, -5.204, 0.915], [1.089, -3.541, 0.858], [2.505, -5.041, -0.543], [1.603, -5.955, -2.659], [-0.677, -5.346, -3.393], [-2.064, -3.819, -1.996], [3.326, -1.292, 0.313], [5.060, -0.084, 0.293], [5.009, 1.289, 0.093], [6.187, 2.017, 0.090], [7.395, 1.488, 0.274], [7.435, 0.170, 0.467], [6.318, -0.648, 0.484], [1.880, 0.072, -0.302], [1.211, -0.361, -1.957], [0.807, 1.250, -2.763], [-0.157, 1.228, -3.770], [-0.507, 2.389, -4.443], [0.093, 3.593, -4.102], [1.043, 3.629, -3.090], [1.393, 2.464, -2.425], [2.678, -0.759, -2.992], [3.830, 0.024, -3.033], [4.897, -0.326, -3.841], [4.822, -1.463, -4.637], [3.674, -2.239, -4.622], [2.609, -1.887, -3.800], [0.514, 0.330, 0.806], [0.789, -0.495, 2.426], [-0.074, -1.462, 2.916], [0.136, -2.044, 4.162], [1.215, -1.651, 4.935], [2.077, -0.668, 4.463], [1.864, -0.091, 3.224], [0.583, 2.026, 1.507], [1.595, 2.921, 1.197], [1.619, 4.185, 1.772], [0.629, 4.560, 2.667], [-0.380, 3.662, 2.994], [-0.397, 2.404, 2.419], [4.054, 1.771, -0.079], [6.156, 3.091, -0.067], [8.420, -0.260, 0.613], [6.440, -1.714, 0.635], [-0.644, 0.290, -4.016], [-1.263, 2.359, -5.218], [-0.193, 4.506, -4.609], [1.495, 4.571, -2.806], [2.111, 2.485, -1.618], [3.890, 0.912, -2.421], [5.790, 0.287, -3.849], [5.657, -1.739, -5.270], [3.606, -3.123, -5.244], [1.720, -2.503, -3.768], [-0.927, -1.752, 2.340], [-0.559, -2.794, 4.520], [1.382, -2.098, 5.907], [2.920, -0.348, 5.064], [2.534, 0.683, 2.872], [2.351, 2.618, 0.488], [2.410, 4.878, 1.516], [0.643, 5.548, 3.110], [-1.155, 3.945, 3.696], [-1.176, 1.699, 2.688], [-4.421, 0.640, -1.988], [-3.753, 1.826, -1.942], [-2.614, 1.935, -1.169], [-2.072, 3.203, -1.147], [-0.976, 3.478, -0.419], [-2.598, 4.280, -1.846], [-2.021, 5.492, -1.793], [-3.728, 4.104, -2.621], [-4.242, 5.131, -3.319], [-4.323, 2.856, -2.669], [-5.438, 2.676, -3.398]],
  "charge": -1,
  "energy_ha": -4107.3010
}

---

{
  "formula": "C46H61BBrN7Pd",
  "method": "the ωB97M-V functional and the def2-TZVPD basis",
  "elements": ["Pd", "C", "C", "C", "C", "C", "C", "C", "C", "C", "N", "N", "B", "N", "N", "C", "C", "C", "C", "C", "C", "C", "C", "C", "N", "N", "C", "C", "C", "C", "C", "C", "C", "C", "C", "H", "H", "H", "H", "H", "H", "H", "H", "H", "H", "H", "H", "H", "H", "H", "H", "H", "H", "H", "H", "H", "H", "H", "H", "H", "H", "H", "H", "H", "H", "H", "H", "H", "H", "H", "H", "H", "H", "H", "H", "H", "H", "H", "H", "H", "H", "Br", "C", "C", "C", "C", "C", "N", "H", "H", "H", "H", "C", "C", "C", "C", "C", "C", "C", "C", "C", "C", "C", "C", "C", "C", "H", "H", "H", "H", "H", "H", "H", "H", "H", "H", "H"],
  "xyz": [[-0.308, -0.233, -0.005], [-2.245, 3.321, 2.796], [-1.446, 2.024, 2.930], [-1.321, 1.622, 4.401], [-0.093, 2.172, 2.302], [0.933, 2.987, 2.779], [2.009, 2.763, 1.950], [3.374, 3.343, 2.218], [4.024, 4.130, 1.083], [4.328, 2.291, 2.779], [1.621, 1.877, 1.000], [0.323, 1.515, 1.223], [2.502, 1.106, -0.026], [1.901, 1.163, -1.463], [0.576, 0.901, -1.693], [0.358, 1.016, -3.000], [1.557, 1.343, -3.636], [2.504, 1.450, -2.647], [3.881, 1.986, -2.941], [5.066, 1.170, -2.447], [3.978, 3.462, -2.554], [-0.942, 0.875, -3.748], [-2.193, 0.690, -2.907], [-1.139, 2.077, -4.681], [2.692, -0.345, 0.561], [1.591, -0.974, 1.055], [1.998, -1.986, 1.809], [3.395, -2.050, 1.786], [3.801, -0.995, 0.990], [5.216, -0.666, 0.617], [5.668, -1.558, -0.543], [6.163, -0.842, 1.807], [1.068, -2.843, 2.616], [0.183, -1.958, 3.490], [0.268, -3.817, 1.758], [-3.248, 3.205, 3.211], [-2.335, 3.629, 1.754], [-1.747, 4.129, 3.336], [-1.960, 1.220, 2.414], [-0.797, 2.388, 4.975], [-0.770, 0.687, 4.506], [-2.310, 1.489, 4.845], [0.916, 3.638, 3.637], [3.177, 4.057, 3.024], [4.534, 3.469, 0.386], [4.773, 4.810, 1.493], [3.295, 4.722, 0.529], [4.522, 1.520, 2.038], [3.911, 1.810, 3.664], [5.282, 2.749, 3.050], [3.570, 1.626, -0.073], [1.719, 1.520, -4.685], [3.924, 1.946, -4.035], [5.215, 1.281, -1.377], [5.976, 1.509, -2.945], [4.930, 0.114, -2.673], [3.792, 3.599, -1.493], [3.241, 4.052, -3.100], [4.971, 3.853, -2.783], [-0.826, -0.007, -4.386], [-2.523, 1.652, -2.511], [-2.046, -0.004, -2.081], [-3.002, 0.301, -3.526], [-1.200, 3.000, -4.100], [-2.068, 1.966, -5.243], [-0.324, 2.183, -5.395], [4.021, -2.758, 2.300], [5.258, 0.374, 0.296], [5.739, -2.595, -0.209], [6.646, -1.249, -0.915], [4.957, -1.520, -1.366], [6.253, -1.896, 2.075], [5.814, -0.302, 2.687], [7.160, -0.480, 1.554], [1.710, -3.433, 3.278], [-0.427, -1.294, 2.872], [0.794, -1.334, 4.145], [-0.488, -2.560, 4.106], [-0.386, -3.288, 1.068], [-0.349, -4.463, 2.386], [0.933, -4.452, 1.169], [-3.251, -2.252, 2.106], [-3.675, -0.559, 1.377], [-4.925, -0.035, 1.685], [-5.248, 1.210, 1.185], [-4.308, 1.888, 0.423], [-3.090, 1.284, 0.190], [-2.767, 0.061, 0.637], [-5.607, -0.599, 2.304], [-6.213, 1.650, 1.399], [-4.502, 2.875, 0.029], [-2.309, 1.798, -0.353], [-2.798, -6.291, -2.754], [-3.737, -5.288, -2.569], [-3.353, -4.072, -2.027], [-2.026, -3.822, -1.675], [-1.096, -4.850, -1.844], [-1.479, -6.067, -2.382], [-1.695, -2.514, -1.078], [-0.539, -1.835, -1.124], [0.531, -2.225, -2.076], [0.183, -2.313, -3.429], [1.104, -2.692, -4.387], [2.403, -3.009, -4.012], [2.757, -2.946, -2.674], [1.838, -2.548, -1.713], [-3.092, -7.244, -3.174], [-4.771, -5.454, -2.841], [-4.092, -3.293, -1.876], [-0.068, -4.698, -1.545], [-0.742, -6.850, -2.505], [-2.513, -2.088, -0.517], [-0.838, -2.099, -3.716], [0.806, -2.752, -5.427], [3.130, -3.313, -4.755], [3.760, -3.220, -2.369], [2.131, -2.527, -0.672]],
  "energy_ha": -4899.5872
}

---

{
  "formula": "C21H29N3O4S",
  "method": "the ωB97M-V functional and the def2-TZVPD basis",
  "elements": ["C", "C", "C", "O", "C", "C", "C", "O", "N", "C", "C", "C", "N", "C", "O", "C", "N", "C", "S", "C", "C", "O", "C", "C", "C", "C", "C", "C", "C", "H", "H", "H", "H", "H", "H", "H", "H", "H", "H", "H", "H", "H", "H", "H", "H", "H", "H", "H", "H", "H", "H", "H", "H", "H", "H", "H", "H", "H"],
  "xyz": [[-2.410, -1.870, 5.970], [-1.982, -1.611, 4.531], [-0.661, -0.860, 4.430], [0.411, -1.617, 4.999], [-0.254, -0.593, 2.982], [1.092, 0.132, 2.892], [-1.308, 0.270, 2.306], [-1.876, 1.174, 2.903], [-1.589, 0.023, 1.002], [-2.487, 0.923, 0.272], [-2.319, 0.488, -1.181], [-0.882, -0.058, -1.223], [0.110, 1.007, -1.026], [0.129, 2.260, -1.534], [-0.744, 2.788, -2.199], [1.445, 2.980, -1.228], [2.524, 2.401, -2.010], [2.704, 2.795, -3.390], [4.240, 1.985, -3.935], [4.147, 0.764, -2.605], [3.171, 1.294, -1.577], [2.971, 0.764, -0.495], [-0.561, -0.859, -2.477], [-0.252, -0.163, -3.647], [0.064, -0.838, -4.814], [0.082, -2.227, -4.836], [-0.224, -2.927, -3.681], [-0.542, -2.248, -2.510], [-0.870, -0.856, 0.091], [-3.390, -2.347, 6.007], [-1.718, -2.534, 6.493], [-2.476, -0.935, 6.531], [-1.884, -2.558, 3.992], [-2.750, -1.020, 4.029], [-0.754, 0.102, 4.945], [0.218, -1.761, 5.930], [-0.180, -1.566, 2.490], [1.386, 0.322, 1.857], [1.026, 1.095, 3.403], [1.872, -0.460, 3.366], [-3.512, 0.823, 0.630], [-2.180, 1.957, 0.433], [-2.985, -0.343, -1.424], [-2.490, 1.294, -1.886], [0.968, 0.721, -0.567], [1.327, 4.028, -1.495], [1.706, 2.892, -0.174], [1.850, 2.491, -4.001], [2.826, 3.876, -3.464], [3.780, -0.203, -2.952], [5.120, 0.624, -2.140], [-0.285, 0.919, -3.647], [0.294, -0.278, -5.711], [0.332, -2.757, -5.745], [-0.209, -4.009, -3.683], [-0.763, -2.829, -1.625], [0.143, -1.067, 0.431], [-1.401, -1.801, -0.033]],
  "energy_ha": -1681.1061
}

---

{
  "formula": "C20H24ClN2O4P2PtSe2",
  "method": "the ωB97M-V functional and the def2-TZVPD basis",
  "elements": ["Pt", "C", "P", "C", "C", "C", "C", "C", "C", "C", "P", "C", "C", "H", "H", "H", "H", "H", "H", "H", "H", "H", "H", "H", "H", "H", "H", "H", "H", "Se", "Se", "C", "C", "C", "C", "C", "N", "C", "C", "C", "C", "C", "N", "H", "H", "H", "H", "H", "H", "H", "H", "O", "Cl", "O", "O", "O"],
  "xyz": [[-0.344, -0.370, 0.420], [-2.284, 1.103, -2.023], [-1.859, -0.416, -1.164], [-3.466, -1.077, -0.614], [-1.361, -1.624, -2.417], [-1.938, -1.708, -3.683], [-1.531, -2.705, -4.553], [-0.546, -3.612, -4.168], [0.025, -3.529, -2.909], [-0.386, -2.529, -2.029], [0.226, -2.365, -0.330], [1.968, -2.810, -0.410], [-0.573, -3.750, 0.500], [-3.169, 0.932, -2.636], [-1.455, 1.445, -2.642], [-2.510, 1.875, -1.285], [-3.988, -1.516, -1.466], [-4.081, -0.283, -0.194], [-3.307, -1.836, 0.151], [-2.704, -1.009, -3.995], [-1.982, -2.779, -5.533], [-0.229, -4.387, -4.852], [0.796, -4.233, -2.624], [2.046, -3.894, -0.507], [2.453, -2.505, 0.516], [2.452, -2.326, -1.251], [-0.326, -4.642, -0.081], [-1.650, -3.607, 0.525], [-0.215, -3.865, 1.521], [0.630, 3.324, 1.133], [1.796, 1.822, 2.433], [2.701, 0.956, 0.976], [4.059, 0.694, 1.092], [4.716, 0.163, -0.005], [4.003, -0.047, -1.175], [2.647, 0.222, -1.172], [1.984, 0.687, -0.110], [-1.137, 2.584, 1.235], [-2.167, 3.519, 1.212], [-3.457, 3.111, 1.477], [-3.684, 1.785, 1.818], [-2.623, 0.909, 1.787], [-1.370, 1.277, 1.441], [4.584, 0.924, 2.008], [5.775, -0.052, 0.043], [4.483, -0.412, -2.072], [2.049, 0.070, -2.065], [-1.940, 4.560, 1.028], [-4.267, 3.829, 1.477], [-4.666, 1.433, 2.100], [-2.727, -0.131, 2.061], [0.085, -0.611, 4.199], [0.067, -1.645, 3.217], [-1.234, -1.733, 2.560], [0.468, -2.912, 3.748], [0.967, -1.267, 2.077]],
  "charge": 1,
  "energy_ha": -7251.6823
}

---

{
  "formula": "C3H9N2S",
  "method": "the ωB97M-V functional and the def2-TZVPD basis",
  "elements": ["C", "C", "C", "N", "N", "S", "H", "H", "H", "H", "H", "H", "H", "H", "H"],
  "xyz": [[1.023, 0.728, 0.199], [-2.122, 0.805, 0.007], [0.251, -0.626, -0.316], [2.085, 0.652, 0.931], [0.922, -1.768, -0.325], [-1.086, -0.307, 0.952], [0.531, 1.568, -0.106], [-2.373, 0.300, -0.897], [-1.695, 1.806, -0.046], [-2.998, 0.731, 0.671], [-0.220, -0.412, -1.243], [2.345, 1.345, 1.618], [1.631, -1.860, 0.398], [2.574, -0.149, 0.834], [0.365, -2.622, -0.022]],
  "charge": 1,
  "energy_ha": -627.0920
}

---

{
  "formula": "C9H10NO2",
  "method": "the ωB97M-V functional and the def2-TZVPD basis",
  "elements": ["C", "C", "C", "C", "C", "C", "C", "C", "C", "N", "O", "O", "H", "H", "H", "H", "H", "H", "H", "H", "H", "H"],
  "xyz": [[2.413, 1.126, -0.418], [3.023, -0.117, -0.110], [1.039, 1.235, -0.264], [2.269, -1.257, 0.187], [0.241, 0.099, 0.066], [0.819, -1.187, 0.332], [-1.116, 0.474, 0.316], [-1.603, 1.673, 1.056], [-1.894, -1.620, -1.035], [-2.081, -0.368, -0.222], [-3.335, -0.053, -0.140], [0.211, -2.105, 0.902], [2.934, 1.939, -0.622], [4.042, -0.233, -0.062], [0.675, 2.172, -0.422], [2.906, -2.156, 0.489], [-2.045, 2.281, 0.287], [-0.798, 2.114, 1.476], [-2.282, 1.453, 1.760], [-1.182, -2.159, -0.394], [-2.960, -2.090, -1.330], [-1.277, -1.222, -1.854]],
  "charge": -1,
  "energy_ha": -554.1031
}